ORCA calculation (ωB97M-V with the def2-TZVPD basis set) on C33H34N4O as an isolated structure.

Positions of all 72 atoms, in Å:
1 C -2.7581 -1.4953 2.7846
2 C -2.0885 -0.3377 3.5215
3 C -2.8818 0.8611 3.2891
4 N -3.5177 1.7966 2.9730
5 C -0.6834 -0.1278 2.9816
6 C 0.1508 -1.2198 2.6524
7 C 1.4730 -1.0299 2.2692
8 C 2.0178 0.2622 2.1998
9 C 3.4193 0.4514 1.9268
10 N 4.5684 0.5952 1.7316
11 C 1.1644 1.3582 2.3551
12 C -0.1767 1.1632 2.7118
13 H -2.1357 -2.3922 2.7661
14 H -3.7143 -1.7125 3.2630
15 H -2.9528 -1.2041 1.7519
16 H -0.2394 -2.2378 2.6856
17 H 2.1059 -1.8919 2.0373
18 H 1.5509 2.3753 2.2203
19 H -0.8151 2.0458 2.7951
20 C -7.8530 -4.0330 8.9587
21 N -7.0822 -3.7676 7.7629
22 C -7.2873 -4.4960 6.6239
23 O -8.0652 -5.4351 6.5079
24 C -6.3632 -3.9259 5.5521
25 C -7.1327 -3.3925 4.3499
26 C -7.8478 -4.4856 3.5857
27 C -9.2255 -4.4128 3.3661
28 C -9.8973 -5.4782 2.7601
29 C -9.1758 -6.6053 2.3355
30 C -7.7874 -6.6538 2.5059
31 C -7.1204 -5.5873 3.1196
32 N -5.6158 -2.8865 6.2736
33 C -4.5945 -2.2616 5.6349
34 C -3.8621 -1.1615 6.1050
35 C -2.7823 -0.4196 5.6292
36 C -2.2478 0.6601 6.4006
37 C -1.2507 1.5146 5.8549
38 C -0.6574 2.5194 6.5944
39 C -1.0317 2.7295 7.9275
40 C -0.3714 3.7886 8.7392
41 C -2.0267 1.9159 8.4822
42 C -2.6336 0.9161 7.7504
43 C -6.0844 -2.7001 7.6675
44 C -6.7673 -1.3438 7.8911
45 C -4.9857 -2.9342 8.7118
46 H -8.5518 -4.8506 8.7509
47 H -7.1975 -4.3222 9.7903
48 H -8.4198 -3.1432 9.2620
49 H -5.6728 -4.7302 5.2389
50 H -7.8705 -2.6583 4.7056
51 H -6.4352 -2.8683 3.6799
52 H -9.7658 -3.5267 3.7122
53 H -10.9799 -5.4300 2.6300
54 H -9.7000 -7.4419 1.8683
55 H -7.2138 -7.5244 2.1734
56 H -6.0385 -5.6125 3.2672
57 H -4.3774 -2.6752 4.6453
58 H -4.2839 -0.8159 7.0471
59 H -2.0220 -0.7491 4.7387
60 H -0.9549 1.3662 4.8187
61 H 0.1034 3.1452 6.1230
62 H -0.7938 3.7946 9.7457
63 H 0.7086 3.6182 8.8165
64 H -0.5136 4.7790 8.2932
65 H -2.3250 2.0686 9.5157
66 H -3.3955 0.3025 8.2349
67 H -7.6518 -1.2554 7.2443
68 H -7.0771 -1.2694 8.9426
69 H -6.0887 -0.5166 7.6686
70 H -4.6557 -3.9819 8.6726
71 H -4.1265 -2.2839 8.5285
72 H -5.3898 -2.7195 9.7104

For the LUMO energy, the calculation gives -1.32 eV. The value obtained for the energy above the lowest of the compared OMol25 structures with the same formula, charge and spin is 2.174 eV. The value obtained for the gap between HOMO and LUMO is 5.106 eV. Its calculated total energy is -1571.9837 Ha.

---

ORCA calculation (ωB97M-V with the def2-TZVPD basis set) on the molecule C33H34N4O4.

Positions of all 75 atoms, in Å:
1 N -3.0400 -0.6957 3.1226
2 C -3.2671 -0.3401 1.8423
3 O -3.2007 -1.1462 0.9356
4 C -3.6507 1.1184 1.6410
5 H -4.7413 1.1535 1.5602
6 H -3.3501 1.7270 2.4932
7 C -3.0628 1.6921 0.3398
8 N -3.5950 0.9496 -0.7830
9 C -4.4645 1.4788 -1.6641
10 O -4.6775 2.6709 -1.7616
11 C -5.1334 0.4338 -2.5566
12 C -5.4054 -0.8452 -1.8169
13 C -4.8412 -2.0223 -2.2383
14 C -5.0309 -3.2188 -1.5338
15 C -5.7737 -3.2305 -0.3895
16 C -6.3710 -2.0457 0.0868
17 C -7.1254 -2.0343 1.2784
18 C -7.6959 -0.8820 1.7392
19 C -7.5450 0.3102 1.0165
20 C -6.8196 0.3328 -0.1430
21 C -6.2021 -0.8365 -0.6387
22 H -6.7193 1.2608 -0.6842
23 H -8.0089 1.2153 1.3821
24 H -8.2695 -0.8808 2.6549
25 H -7.2419 -2.9608 1.8229
26 H -5.9094 -4.1429 0.1730
27 H -4.5697 -4.1246 -1.8986
28 H -4.2284 -2.0327 -3.1290
29 H -6.0531 0.8740 -2.9489
30 H -4.4714 0.2404 -3.4038
31 H -3.5139 -0.0578 -0.6842
32 C -1.5529 1.6719 0.2849
33 C -0.7470 1.3016 1.3320
34 C 0.6485 1.2914 1.2172
35 C 1.2829 1.5671 -0.0173
36 N 2.5995 1.3464 -0.2450
37 C 3.3574 0.3448 0.4712
38 H 3.8803 0.7878 1.3299
39 C 4.3579 -0.3207 -0.4668
40 C 5.4104 0.6842 -0.9534
41 C 4.7730 2.0777 -1.0333
42 C 3.2847 1.9821 -1.3521
43 H 2.8784 2.9880 -1.4833
44 H 3.1399 1.4234 -2.2873
45 H 4.8837 2.5910 -0.0767
46 H 5.2684 2.6808 -1.7949
47 C 6.6380 0.7167 -0.0278
48 C 7.3959 -0.5794 -0.0620
49 C 8.1828 -0.9013 -1.1616
50 C 8.8601 -2.1053 -1.2183
51 C 8.7597 -3.0082 -0.1731
52 C 7.9830 -2.6965 0.9288
53 C 7.3060 -1.4902 0.9826
54 H 6.7083 -1.2503 1.8511
55 H 7.9041 -3.3937 1.7501
56 H 9.2886 -3.9488 -0.2161
57 H 9.4699 -2.3401 -2.0787
58 H 8.2696 -0.1972 -1.9773
59 H 6.3123 0.9299 0.9918
60 H 7.2929 1.5289 -0.3527
61 H 5.7448 0.3798 -1.9502
62 H 3.8170 -0.7407 -1.3171
63 H 4.8424 -1.1477 0.0522
64 H 2.6620 -0.4061 0.8615
65 C 0.4345 2.0246 -1.0514
66 C -0.9257 2.0743 -0.9028
67 H -1.5407 2.4114 -1.7235
68 H 0.8624 2.3030 -2.0000
69 N 1.3520 1.1421 2.4393
70 O 0.8055 0.5352 3.3504
71 O 2.4403 1.6887 2.5564
72 H -1.1449 1.0463 2.3001
73 H -3.4092 2.7281 0.2127
74 H -3.0334 -0.0371 3.8807
75 H -2.7642 -1.6449 3.3155

For the LUMO energy, the calculation gives -0.11 eV. The value obtained for the energy above the lowest of the compared OMol25 structures with the same formula, charge and spin is 1.140 eV. The value obtained for the gap between HOMO and LUMO is 7.860 eV. As for the SMILES: NC(=O)C[C@H](NC(=O)Cc1cccc2ccccc12)c1ccc(N2CCC(Cc3ccccc3)CC2)c([N+](=O)[O-])c1. Its calculated total energy is -1797.8850 Ha.

---

ORCA calculation (ωB97M-V with the def2-TZVPD basis set) on C33H34N6PdSe as an isolated structure.

Positions of all 75 atoms, in Å:
1 Pd 0.4191 1.3616 0.2926
2 C -5.2287 -2.8318 -1.2420
3 C -4.0302 -2.9503 -2.1881
4 N -2.7298 -2.8940 -1.5479
5 C -2.2051 -4.1070 -0.9481
6 C -2.6012 -4.3336 0.5152
7 C -2.1577 -1.6751 -1.1848
8 C -2.7427 -0.4231 -1.7937
9 N -1.1659 -1.5286 -0.3963
10 H -6.1571 -2.7179 -1.8095
11 H -5.1156 -1.9623 -0.5926
12 H -5.3265 -3.7132 -0.6060
13 H -4.0854 -2.1607 -2.9363
14 H -4.0899 -3.8952 -2.7346
15 H -1.1159 -4.0810 -1.0305
16 H -2.5379 -4.9485 -1.5598
17 H -2.3999 -3.4453 1.1164
18 H -2.0331 -5.1676 0.9382
19 H -3.6631 -4.5672 0.6090
20 H -3.7846 -0.2711 -1.4980
21 H -2.7002 -0.4561 -2.8856
22 H -2.1505 0.4193 -1.4474
23 H -0.7897 -2.3842 0.0000
24 Se -2.1452 3.6281 1.5955
25 N -1.7560 5.0554 0.4743
26 C -1.1480 4.5571 -0.5965
27 C -0.5974 5.2363 -1.6995
28 C 0.1968 4.5154 -2.6220
29 C 0.4194 3.1710 -2.5011
30 N -0.1883 2.4486 -1.4983
31 C -0.9462 3.1149 -0.6266
32 N -1.4178 2.3777 0.4118
33 H -0.6906 6.3135 -1.7742
34 H 0.6567 5.0451 -3.4497
35 H 1.0516 2.6079 -3.1770
36 C 5.4010 3.2355 1.5424
37 C 5.6626 1.9385 1.1167
38 C 4.6940 1.1967 0.4592
39 C 3.4178 1.7275 0.1964
40 C 3.1734 3.0441 0.6265
41 C 4.1433 3.7763 1.2899
42 N 2.3997 0.9865 -0.3845
43 C 2.6668 0.2226 -1.4848
44 C 3.8405 0.3300 -2.2737
45 C 4.0302 -0.4555 -3.4001
46 C 3.0788 -1.3795 -3.8159
47 C 1.9066 -1.4808 -3.0651
48 C 1.7008 -0.7078 -1.9404
49 H 6.1567 3.8100 2.0660
50 H 6.6297 1.4869 1.3163
51 H 4.9051 0.1767 0.1607
52 H 2.1950 3.4658 0.4399
53 H 3.9098 4.7850 1.6138
54 H 4.5972 1.0581 -2.0079
55 H 4.9435 -0.3271 -3.9745
56 H 3.2352 -1.9856 -4.7013
57 H 1.1271 -2.1760 -3.3672
58 H 0.7804 -0.7845 -1.3822
59 C -2.7509 -1.6147 3.9069
60 C -2.9171 -0.9183 2.6904
61 C -1.8673 -0.2452 2.1263
62 C -0.5786 -0.2132 2.7289
63 C 0.5365 0.4707 2.1127
64 C 1.7219 0.4326 2.8219
65 C 1.8659 -0.2242 4.0611
66 C 0.8194 -0.8918 4.6295
67 C -0.4302 -0.9046 3.9684
68 C -1.5349 -1.6004 4.5280
69 H -3.5860 -2.1476 4.3489
70 H -3.8860 -0.9085 2.2024
71 H -1.9955 0.2914 1.2029
72 H 2.6007 0.9238 2.4257
73 H 2.8308 -0.2011 4.5583
74 H 0.9230 -1.4103 5.5785
75 H -1.3900 -2.1202 5.4718

For the LUMO energy, the calculation gives 4.23 eV. The value obtained for the energy above the lowest of the compared OMol25 structures with the same formula, charge and spin is 0.000 eV. The value obtained for the gap between HOMO and LUMO is 3.663 eV. The charge is -2. Its calculated total energy is -4135.7339 Ha.